The following is a quantum chemistry calculation of a cluster of 22 separate species, C65H187N31O24 in total in a non-equilibrium geometry, from the Open Molecules 2025 dataset.

E_tot, a.u.: -6091.6751
Net charge: 0
Kohn-Sham gap, eV: 8.48
LUMO level, eV: 0.2198

Each atom is followed by the atoms it is bonded to, with distances in Å.
Positions of all 307 atoms, in Å:
1 C -6.36259 -5.24478 -1.19653  C2 1.629, H7 1.090, H8 1.090, H9 1.090
2 C -5.95666 -4.63973 0.26012  C1 1.629, C3 1.547, N6 1.463, H10 1.090
3 C -5.47327 -5.69403 1.28332  C2 1.547, O4 1.368, H11 1.090, H12 1.090
4 O -4.93729 -4.90194 2.26141  C3 1.368, C5 1.445
5 C -5.85897 -4.65740 3.34661  O4 1.445, H13 1.090, H14 1.090, H15 1.090
6 N -4.85500 -3.72636 -0.04610  C2 1.463, H16 1.010, H17 1.010
7 H -5.58765 -5.69900 -1.81397  C1 1.090
8 H -6.82850 -4.51538 -1.85910  C1 1.090
9 H -7.05427 -6.01717 -0.86023  C1 1.090
10 H -6.78029 -4.00378 0.58462  C2 1.090
11 H -4.74298 -6.32870 0.78135  C3 1.090
12 H -6.20478 -6.32617 1.78671  C3 1.090
13 H -6.15744 -5.59912 3.80726  C5 1.090
14 H -6.77207 -4.08543 3.18171  C5 1.090
15 H -5.43036 -4.04175 4.13740  C5 1.090
16 H -4.59526 -3.46237 0.89356  N6 1.010
17 H -4.15412 -4.39800 -0.32493  N6 1.010
18 C 2.72301 -3.04862 1.95235  C19 1.553, H24 1.090, H25 1.090, H26 1.090
19 C 3.45852 -3.70901 0.75493  C18 1.553, C20 1.512, N23 1.440, H27 1.090
20 C 3.03758 -5.13442 0.47488  C19 1.512, O21 1.414, H28 1.090, H29 1.090
21 O 3.85457 -5.78720 -0.47676  C20 1.414, C22 1.474
22 C 5.24752 -6.09453 -0.10582  O21 1.474, H30 1.090, H31 1.090, H32 1.090
23 N 3.01871 -2.85072 -0.31383  C19 1.440, H33 1.010, H34 1.010
24 H 3.28611 -2.11936 2.03893  C18 1.090
25 H 2.85943 -3.50114 2.93455  C18 1.090
26 H 1.64912 -2.87406 1.88609  C18 1.090
27 H 4.50238 -3.72167 1.06842  C19 1.090
28 H 2.03218 -5.06918 0.05895  C20 1.090
29 H 3.07241 -5.70419 1.40346  C20 1.090
30 H 5.72020 -6.72313 -0.86049  C22 1.090
31 H 5.32744 -6.58428 0.86467  C22 1.090
32 H 5.81600 -5.16489 -0.07945  C22 1.090
33 H 3.26251 -3.41014 -1.11864  N23 1.010
34 H 2.01118 -2.88107 -0.24998  N23 1.010
35 C -1.41593 -0.28785 -0.53017  C36 1.574, H41 1.090, H42 1.090, H43 1.090
36 C 0.08479 -0.74385 -0.40283  C35 1.574, C37 1.612, N40 1.460, H44 1.090
37 C 0.82397 -0.06874 0.86062  C36 1.612, O38 1.403, H45 1.090, H46 1.090
38 O 0.71183 1.32028 1.02340  C37 1.403, C39 1.383
39 C 1.21373 2.03016 -0.05251  O38 1.383, H47 1.090, H48 1.090, H49 1.090
40 N 0.13803 -2.19379 -0.23857  C36 1.460, H50 1.010, H51 1.010
41 H -1.80704 -0.57119 -1.50734  C35 1.090
42 H -1.39130 0.77508 -0.29001  C35 1.090
43 H -2.04125 -0.73151 0.24458  C35 1.090
44 H 0.54474 -0.53885 -1.36954  C36 1.090
45 H 1.83656 -0.45606 0.97355  C37 1.090
46 H 0.29176 -0.53557 1.68943  C37 1.090
47 H 0.57953 1.85557 -0.92166  C39 1.090
48 H 2.20730 1.68579 -0.33946  C39 1.090
49 H 1.12969 3.10984 0.07133  C39 1.090
50 H -0.51856 -2.53274 -0.92712  N40 1.010
51 H -0.21666 -2.43148 0.67675  N40 1.010
52 C 1.91730 6.51923 -1.00759  C53 1.510, H58 1.090, H59 1.090, H60 1.090
53 C 3.32742 6.75590 -0.52168  C52 1.510, C54 1.585, N57 1.447, H61 1.090
54 C 4.06708 5.38072 -0.25229  C53 1.585, O55 1.451, H62 1.090, H63 1.090
55 O 3.47881 4.67460 0.87023  C54 1.451, C56 1.407
56 C 4.15124 3.46122 1.10633  O55 1.407, H64 1.090, H65 1.090, H66 1.090
57 N 3.94917 7.55405 -1.55675  C53 1.447, H67 1.010, H68 1.010
58 H 1.32153 7.42312 -0.88049  C52 1.090
59 H 1.43414 5.85015 -0.29556  C52 1.090
60 H 1.78409 6.08923 -2.00028  C52 1.090
61 H 3.17564 7.33993 0.38604  C53 1.090
62 H 5.12184 5.57138 -0.05417  C54 1.090
63 H 3.93641 4.89474 -1.21916  C54 1.090
64 H 5.16375 3.56732 1.49578  C56 1.090
65 H 4.22242 2.95908 0.14151  C56 1.090
66 H 3.51297 2.81031 1.70384  C56 1.090
67 H 3.32616 8.01205 -2.20651  N57 1.010
68 H 4.49794 8.25571 -1.08070  N57 1.010
69 C -0.66859 -4.96806 3.04328  C70 1.528, H75 1.090, H76 1.090, H77 1.090
70 C -1.07653 -5.12628 1.57903  C69 1.528, C71 1.553, N74 1.505, H78 1.090
71 C -1.60306 -6.57742 1.41209  C70 1.553, O72 1.426, H79 1.090, H80 1.090
72 O -2.11162 -6.79842 0.09832  C71 1.426, C73 1.355
73 C -2.54839 -8.06898 -0.07467  O72 1.355, H81 1.090, H82 1.090, H83 1.090
74 N -2.13975 -4.07533 1.40202  C70 1.505, H84 1.010, H85 1.010
75 H -0.83821 -3.92429 3.30759  C69 1.090
76 H 0.40893 -5.09629 3.14630  C69 1.090
77 H -1.23208 -5.60190 3.72800  C69 1.090
78 H -0.21933 -5.08638 0.90694  C70 1.090
79 H -2.39917 -6.78618 2.12675  C71 1.090
80 H -0.82785 -7.30544 1.65110  C71 1.090
81 H -3.35976 -8.29214 0.61813  C73 1.090
82 H -1.66946 -8.68568 0.11312  C73 1.090
83 H -2.97429 -8.23571 -1.06407  C73 1.090
84 H -2.99892 -4.37593 1.83970  N74 1.010
85 H -2.31901 -4.15680 0.41141  N74 1.010
86 C 1.78072 -5.52157 -6.61342  C87 1.528, H92 1.090, H93 1.090, H94 1.090
87 C 1.12783 -5.88124 -5.27915  C86 1.528, C88 1.511, N91 1.461, H95 1.090
88 C 1.47385 -4.89956 -4.18437  C87 1.511, O89 1.399, H96 1.090, H97 1.090
89 O 1.10854 -3.62421 -4.62832  C88 1.399, C90 1.431
90 C 1.14947 -2.57220 -3.65943  O89 1.431, H98 1.090, H99 1.090, H100 1.090
91 N -0.30266 -5.80067 -5.56676  C87 1.461, H101 1.010, H102 1.010
92 H 1.85485 -6.48313 -7.12138  C86 1.090
93 H 2.71037 -4.95990 -6.52193  C86 1.090
94 H 1.20508 -4.84206 -7.24193  C86 1.090
95 H 1.53206 -6.78276 -4.81876  C87 1.090
96 H 2.54314 -4.79842 -3.99870  C88 1.090
97 H 0.87015 -5.15272 -3.31285  C88 1.090
98 H 1.01787 -1.66717 -4.25245  C90 1.090
99 H 2.03147 -2.45741 -3.02936  C90 1.090
100 H 0.24648 -2.56112 -3.04904  C90 1.090
101 H -0.38161 -4.83119 -5.83872  N91 1.010
102 H -0.46333 -6.25939 -6.45212  N91 1.010
103 C -0.66458 -1.52694 7.06354  C104 1.538, H109 1.090, H110 1.090, H111 1.090
104 C -1.71000 -1.16512 8.13167  C103 1.538, C105 1.517, N108 1.454, H112 1.090
105 C -1.28353 -1.93665 9.36580  C104 1.517, O106 1.456, H113 1.090, H114 1.090
106 O -2.33991 -1.90708 10.36768  C105 1.456, C107 1.440
107 C -2.37324 -2.97175 11.33597  O106 1.440, H115 1.090, H116 1.090, H117 1.090
108 N -1.65102 0.26644 8.38116  C104 1.454, H118 1.010, H119 1.010
109 H -0.97148 -2.41117 6.50492  C103 1.090
110 H 0.28245 -1.72446 7.56575  C103 1.090
111 H -0.51526 -0.68631 6.38593  C103 1.090
112 H -2.68011 -1.50695 7.77091  C104 1.090
113 H -0.42416 -1.50268 9.87693  C105 1.090
114 H -1.17545 -2.99033 9.10859  C105 1.090
115 H -3.26475 -2.72952 11.91443  C107 1.090
116 H -1.50241 -2.93999 11.99077  C107 1.090
117 H -2.45499 -3.92173 10.80782  C107 1.090
118 H -0.69067 0.53443 8.54244  N108 1.010
119 H -2.06761 0.50346 9.27019  N108 1.010
120 C -2.21336 -1.89357 -7.92207  C121 1.515, H126 1.090, H127 1.090, H128 1.090
121 C -0.95247 -1.67456 -7.11101  C120 1.515, C122 1.580, N125 1.479, H129 1.090
122 C -1.08260 -0.35196 -6.25648  C121 1.580, O123 1.329, H130 1.090, H131 1.090
123 O -1.03221 0.73055 -7.02607  C122 1.329, C124 1.470
124 C 0.18450 1.00482 -7.80443  O123 1.470, H132 1.090, H133 1.090, H134 1.090
125 N -1.03125 -2.77916 -6.13078  C121 1.479, H135 1.010, H136 1.010
126 H -2.13278 -2.89129 -8.35354  C120 1.090
127 H -2.26516 -1.21567 -8.77404  C120 1.090
128 H -3.15900 -1.94180 -7.38213  C120 1.090
129 H -0.04004 -1.84325 -7.68294  C121 1.090
130 H -0.32385 -0.21640 -5.48574  C122 1.090
131 H -2.00391 -0.20416 -5.69305  C122 1.090
132 H 0.41919 0.22573 -8.52972  C124 1.090
133 H 1.02858 1.24288 -7.15715  C124 1.090
134 H 0.07153 1.79154 -8.55036  C124 1.090
135 H -1.68257 -2.55921 -5.39084  N125 1.010
136 H -0.21489 -2.77536 -5.53611  N125 1.010
137 C -4.04979 6.96456 0.36036  C138 1.504, H143 1.090, H144 1.090, H145 1.090
138 C -2.64244 6.99571 0.88983  C137 1.504, C139 1.545, N142 1.473, H146 1.090
139 C -1.74776 5.75154 0.69604  C138 1.545, O140 1.407, H147 1.090, H148 1.090
140 O -2.41798 4.66049 1.27842  C139 1.407, C141 1.409
141 C -1.74853 3.42232 1.34415  O140 1.409, H149 1.090, H150 1.090, H151 1.090
142 N -1.95677 8.18862 0.36447  C138 1.473, H152 1.010, H153 1.010
143 H -4.20526 6.71072 -0.68820  C137 1.090
144 H -4.54116 7.91447 0.57089  C137 1.090
145 H -4.72736 6.28915 0.88266  C137 1.090
146 H -2.77793 7.02386 1.97101  C138 1.090
147 H -0.80497 5.92843 1.21367  C139 1.090
148 H -1.48274 5.59951 -0.35026  C139 1.090
149 H -0.96777 3.60568 2.08230  C141 1.090
150 H -1.42769 3.13262 0.34352  C141 1.090
151 H -2.29641 2.55519 1.71293  C141 1.090
152 H -1.07409 8.30727 0.84080  N142 1.010
153 H -2.51651 8.85539 0.87653  N142 1.010
154 C -4.89862 -0.57837 6.12791  C155 1.504, H160 1.090, H161 1.090, H162 1.090
155 C -3.77701 -0.07504 5.26079  C154 1.504, C156 1.511, N159 1.460, H163 1.090
156 C -4.37978 0.30718 3.92866  C155 1.511, O157 1.429, H164 1.090, H165 1.090
157 O -4.92372 -0.71075 3.08687  C156 1.429, C158 1.475
158 C -3.95098 -1.65918 2.51376  O157 1.475, H166 1.090, H167 1.090, H168 1.090
159 N -3.02070 1.00766 5.88238  C155 1.460, H169 1.010, H170 1.010
160 H -5.47425 -1.42265 5.74850  C154 1.090
161 H -5.62560 0.20544 6.34061  C154 1.090
162 H -4.39166 -0.86913 7.04800  C154 1.090
163 H -3.09037 -0.89395 5.04621  C155 1.090
164 H -3.50014 0.61800 3.36498  C156 1.090
165 H -5.11911 1.10546 3.99377  C156 1.090
166 H -3.20088 -1.18220 1.88292  C158 1.090
167 H -4.55444 -2.28750 1.85868  C158 1.090
168 H -3.50647 -2.18208 3.36057  C158 1.090
169 H -2.21042 1.10644 5.28760  N159 1.010
170 H -2.53137 0.63713 6.68448  N159 1.010
171 C -1.93488 5.03091 -3.22134  C172 1.545, H177 1.090, H178 1.090, H179 1.090
172 C -2.24061 3.65295 -2.59365  C171 1.545, C173 1.483, N176 1.452, H180 1.090
173 C -3.60396 3.59518 -2.01260  C172 1.483, O174 1.434, H181 1.090, H182 1.090
174 O -3.78710 2.35474 -1.31726  C173 1.434, C175 1.372
175 C -4.93163 2.23577 -0.57035  O174 1.372, H183 1.090, H184 1.090, H185 1.090
176 N -2.03250 2.70094 -3.67043  C172 1.452, H186 1.010, H187 1.010
177 H -0.90628 5.39140 -3.23198  C171 1.090
178 H -2.45300 5.82302 -2.68076  C171 1.090
179 H -2.23762 5.13149 -4.26361  C171 1.090
180 H -1.49763 3.46559 -1.81842  C172 1.090
181 H -4.37349 3.75192 -2.76848  C173 1.090
182 H -3.79007 4.45942 -1.37500  C173 1.090
183 H -5.06622 2.97153 0.22252  C175 1.090
184 H -4.86649 1.21712 -0.18798  C175 1.090
185 H -5.76907 2.45294 -1.23339  C175 1.090
186 H -2.06992 1.77775 -3.26246  N176 1.010
187 H -2.88912 2.75777 -4.20247  N176 1.010
188 C 8.58477 2.57411 -9.03104  O189 1.419, H197 1.090, H198 1.090, H199 1.090
189 O 8.31122 2.63882 -7.63976  C188 1.419, C190 1.431
190 C 8.88827 1.58089 -6.86864  O189 1.431, C191 1.541, H200 1.090, H201 1.090
191 C 8.22604 1.59680 -5.47773  C190 1.541, N192 1.467, H202 1.090, H203 1.090
192 N 6.77043 1.42408 -5.41084  C191 1.467, C193 1.471, H204 1.010
193 C 6.29747 1.59827 -4.02837  N192 1.471, C194 1.552, H205 1.090, H206 1.090
194 C 4.79893 2.00266 -4.02494  C193 1.552, O195 1.413, H207 1.090, H208 1.090
195 O 4.08661 0.78623 -4.12588  C194 1.413, C196 1.457
196 C 2.65410 1.03419 -4.02517  O195 1.457, H209 1.090, H210 1.090, H211 1.090
197 H 8.03549 1.70978 -9.40433  C188 1.090
198 H 9.65229 2.44261 -9.20765  C188 1.090
199 H 8.19004 3.48824 -9.47449  C188 1.090
200 H 9.97077 1.48503 -6.78432  C190 1.090
201 H 8.48340 0.67241 -7.31454  C190 1.090
202 H 8.57863 2.55899 -5.10627  C191 1.090
203 H 8.70862 0.78732 -4.93005  C191 1.090
204 H 6.30252 2.09892 -5.99885  N192 1.010
205 H 6.78034 2.40032 -3.47010  C193 1.090
206 H 6.44248 0.67113 -3.47386  C193 1.090
207 H 4.46576 2.63880 -4.84497  C194 1.090
208 H 4.59300 2.57404 -3.11985  C194 1.090
209 H 2.13815 0.11512 -4.30301  C196 1.090
210 H 2.30729 1.78802 -4.73198  C196 1.090
211 H 2.18369 1.40478 -3.11440  C196 1.090
212 C 4.70125 -2.94470 5.13654  O213 1.432, H221 1.090, H222 1.090, H223 1.090
213 O 4.83748 -1.99550 6.19972  C212 1.432, C214 1.438
214 C 3.82830 -1.00498 6.46192  O213 1.438, C215 1.566, H224 1.090, H225 1.090
215 C 3.66907 0.12754 5.39171  C214 1.566, N216 1.427, H226 1.090, H227 1.090
216 N 4.97270 0.51403 4.95788  C215 1.427, C217 1.499, H228 1.010
217 C 5.05395 1.06530 3.56665  N216 1.499, C218 1.572, H229 1.090, H230 1.090
218 C 6.52862 1.06423 3.02212  C217 1.572, O219 1.362, H231 1.090, H232 1.090
219 O 6.69395 -0.25989 2.75084  C218 1.362, C220 1.420
220 C 7.57044 -0.96902 3.61360  O219 1.420, H233 1.090, H234 1.090, H235 1.090
221 H 5.58617 -3.47585 4.78599  C212 1.090
222 H 4.28961 -2.31942 4.34428  C212 1.090
223 H 3.88582 -3.64875 5.30232  C212 1.090
224 H 4.21381 -0.59251 7.39431  C214 1.090
225 H 2.90668 -1.49900 6.76961  C214 1.090
226 H 3.16850 1.04856 5.69049  C215 1.090
227 H 3.19766 -0.39403 4.55874  C215 1.090
228 H 5.58245 -0.28798 5.02908  N216 1.010
229 H 4.63990 2.07306 3.59943  C217 1.090
230 H 4.34958 0.48664 2.96905  C217 1.090
231 H 7.36574 1.39987 3.63424  C218 1.090
232 H 6.60279 1.64090 2.10014  C218 1.090
233 H 7.22962 -2.00295 3.55946  C220 1.090
234 H 7.59834 -0.64382 4.65358  C220 1.090
235 H 8.53782 -0.96190 3.11137  C220 1.090
236 C -1.95160 -4.93974 -2.57839  O237 1.203, N238 1.307, N239 1.281
237 O -2.19338 -4.21677 -1.64834  C236 1.203
238 N -1.70221 -6.22190 -2.53149  C236 1.307, H240 1.010, H241 1.010
239 N -2.13655 -4.49699 -3.76629  C236 1.281, H242 1.010, H243 1.010
240 H -1.64707 -6.65687 -1.62162  N238 1.010
241 H -1.38457 -6.68184 -3.37271  N238 1.010
242 H -1.77932 -5.05343 -4.52973  N239 1.010
243 H -2.30692 -3.50152 -3.75581  N239 1.010
244 C -3.92660 -1.77033 -2.97355  O245 1.196, N246 1.288, N247 1.261
245 O -3.17069 -1.56194 -3.87683  C244 1.196
246 N -4.32833 -0.91828 -2.09571  C244 1.288, H248 1.010, H249 1.010
247 N -4.62931 -2.80164 -2.78971  C244 1.261, H250 1.010, H251 1.010
248 H -4.11735 0.06865 -2.13497  N246 1.010
249 H -5.10518 -1.09308 -1.47438  N246 1.010
250 H -4.80878 -3.14587 -1.85729  N247 1.010
251 H -4.48866 -3.54435 -3.45957  N247 1.010
252 C -7.46675 -1.11465 0.79575  O253 1.219, N254 1.291, N255 1.271
253 O -6.64845 -0.58904 0.06143  C252 1.219
254 N -8.74409 -1.08638 0.60977  C252 1.291, H256 1.010, H257 1.010
255 N -7.20791 -1.61217 1.93580  C252 1.271, H258 1.010, H259 1.010
256 H -9.39498 -1.61612 1.17174  N254 1.010
257 H -9.00985 -0.83608 -0.33194  N254 1.010
258 H -8.00844 -1.98702 2.42440  N255 1.010
259 H -6.28498 -1.47723 2.32321  N255 1.010
260 C 5.13371 0.11951 -0.49495  O261 1.212, N262 1.350, N263 1.286
261 O 5.99455 0.97052 -0.44179  C260 1.212
262 N 4.85847 -0.56533 0.63549  C260 1.350, H264 1.010, H265 1.010
263 N 4.38064 -0.14790 -1.50240  C260 1.286, H266 1.010, H267 1.010
264 H 5.55601 -0.48867 1.36189  N262 1.010
265 H 4.14915 -1.27769 0.53807  N262 1.010
266 H 3.81057 -0.96829 -1.35380  N263 1.010
267 H 4.52686 0.28209 -2.40452  N263 1.010
268 C 3.16032 5.58252 4.46006  O269 1.213, N270 1.318, N271 1.321
269 O 2.55019 4.54545 4.60961  C268 1.213
270 N 3.78354 5.85530 3.33083  C268 1.318, H272 1.010, H273 1.010
271 N 3.23854 6.56347 5.34080  C268 1.321, H274 1.010, H275 1.010
272 H 4.38677 6.66119 3.24874  N270 1.010
273 H 3.61051 5.16891 2.61039  N270 1.010
274 H 3.69295 7.42187 5.06374  N271 1.010
275 H 2.61557 6.43674 6.12563  N271 1.010
276 C 0.04791 4.51805 -5.86155  O277 1.183, N278 1.273, N279 1.292
277 O 0.27715 5.54437 -6.40311  C276 1.183
278 N 0.61365 4.06885 -4.81342  C276 1.273, H280 1.010, H281 1.010
279 N -0.68634 3.60303 -6.40288  C276 1.292, H282 1.010, H283 1.010
280 H -0.06326 3.52073 -4.30210  N278 1.010
281 H 1.18558 4.81771 -4.44983  N278 1.010
282 H -1.04990 4.11073 -7.19672  N279 1.010
283 H -1.07335 2.77988 -5.96383  N279 1.010
284 C -0.34127 6.93790 4.87259  O285 1.172, N286 1.287, N287 1.319
285 O 0.48282 7.49696 5.49084  C284 1.172
286 N -0.05801 6.18540 3.86715  C284 1.287, H288 1.010, H289 1.010
287 N -1.60684 6.88325 5.23933  C284 1.319, H290 1.010, H291 1.010
288 H -0.73570 5.43678 3.84672  N286 1.010
289 H 0.91063 5.94999 3.70465  N286 1.010
290 H -1.91902 7.35389 6.07667  N287 1.010
291 H -2.22283 6.21037 4.80589  N287 1.010
292 C 0.36230 1.96052 4.45577  O293 1.212, N294 1.307, N295 1.316
293 O -0.50752 1.11753 4.40207  C292 1.212
294 N 1.23713 2.28035 3.53867  C292 1.307, H296 1.010, H297 1.010
295 N 0.39134 2.91689 5.35903  C292 1.316, H298 1.010, H299 1.010
296 H 1.80922 3.10928 3.61396  N294 1.010
297 H 0.92991 1.90861 2.65123  N294 1.010
298 H -0.13091 2.71317 6.19917  N295 1.010
299 H 1.14769 3.58354 5.29890  N295 1.010
300 C -5.11312 2.88574 -5.56732  O301 1.227, N302 1.308, N303 1.249
301 O -4.45735 3.55660 -6.35892  C300 1.227
302 N -6.28076 3.13387 -5.03337  C300 1.308, H304 1.010, H305 1.010
303 N -4.63513 1.78041 -5.23768  C300 1.249, H306 1.010, H307 1.010
304 H -6.68325 4.03896 -5.23071  N302 1.010
305 H -6.78177 2.40833 -4.54076  N302 1.010
306 H -3.96603 1.29632 -5.81911  N303 1.010
307 H -5.25631 1.43114 -4.52196  N303 1.010